No. 1
Molecular formula: C40H64IN7OP2SiTeV
Method: DFT, ωB97M-V/def2-TZVPD

Structure (XYZ):
```
118
Properties=species:S:1:pos:R:3
V 1.973 0.613 0.839
C 3.281 -3.015 0.585
Si 1.942 -1.791 -0.018
C 0.243 -2.635 0.438
C -0.094 -3.901 -0.048
C -1.254 -4.562 0.328
C -2.132 -3.957 1.225
C -1.835 -2.695 1.706
C -0.669 -2.020 1.314
P -0.316 -0.313 1.984
C -0.673 -0.618 3.804
C -2.143 -0.701 4.308
C -2.429 0.223 5.493
C -1.483 -0.040 6.663
C -0.034 -0.225 6.176
C 0.163 0.252 4.742
C -1.664 0.746 1.261
C -1.732 2.021 2.114
C -2.625 3.084 1.488
C -4.015 2.530 1.198
C -3.900 1.324 0.274
C -3.052 0.214 0.899
C 1.894 -2.152 -1.905
C 2.291 -3.393 -2.406
C 2.141 -3.731 -3.739
C 1.580 -2.813 -4.620
C 1.212 -1.566 -4.152
C 1.375 -1.214 -2.809
P 0.940 0.445 -2.117
C -0.864 0.624 -2.571
C -1.252 0.997 -4.003
C -2.765 1.170 -4.132
C -3.486 -0.112 -3.727
C -3.129 -0.490 -2.294
C -1.620 -0.633 -2.123
C 1.882 1.661 -3.161
C 2.230 1.363 -4.620
C 3.274 2.383 -5.083
C 2.834 3.844 -4.856
C 1.430 3.925 -4.270
C 1.291 3.087 -2.999
H 2.932 -4.049 0.695
H 4.100 -2.996 -0.138
H 3.678 -2.665 1.534
H 0.579 -4.388 -0.745
H -1.477 -5.544 -0.076
H -3.040 -4.458 1.541
H -2.522 -2.231 2.398
H -0.228 -1.611 3.898
H -2.863 -0.495 3.522
H -2.340 -1.728 4.637
H -2.334 1.265 5.183
H -3.470 0.092 5.808
H -1.542 0.795 7.367
H -1.818 -0.927 7.211
H 0.661 0.297 6.839
H 0.243 -1.283 6.213
H -0.087 1.313 4.644
H 1.212 0.186 4.455
H -1.210 1.059 0.310
H -2.128 1.769 3.104
H -0.723 2.417 2.260
H -2.677 3.958 2.144
H -2.169 3.415 0.551
H -4.504 2.227 2.134
H -4.647 3.299 0.743
H -4.888 0.926 0.016
H -3.433 1.662 -0.658
H -3.602 -0.170 1.764
H -2.957 -0.623 0.202
H 2.730 -4.118 -1.730
H 2.461 -4.706 -4.094
H 1.446 -3.062 -5.667
H 0.805 -0.849 -4.852
H -1.185 1.451 -1.918
H -0.744 1.912 -4.309
H -0.944 0.212 -4.699
H -3.088 1.988 -3.478
H -3.029 1.456 -5.156
H -4.570 -0.005 -3.841
H -3.174 -0.919 -4.402
H -3.500 0.293 -1.627
H -3.627 -1.418 -1.998
H -1.370 -0.867 -1.084
H -1.280 -1.489 -2.715
H 2.844 1.652 -2.640
H 2.667 0.368 -4.703
H 1.350 1.382 -5.271
H 4.186 2.182 -4.516
H 3.516 2.214 -6.137
H 3.528 4.339 -4.172
H 2.875 4.404 -5.795
H 1.177 4.967 -4.044
H 0.704 3.591 -5.021
H 1.807 3.587 -2.175
H 0.242 3.049 -2.707
Te 3.270 1.194 2.947
N -0.657 4.905 -1.081
N 0.067 4.284 -0.034
N 1.332 4.831 0.231
C 2.040 3.753 0.487
N 1.405 2.603 0.281
N 0.155 2.903 -0.186
H -0.970 5.788 -0.702
H 0.003 5.116 -1.832
H 3.064 3.752 0.826
I 4.518 0.627 -0.792
C 4.393 -3.107 4.164
N 3.293 -4.040 3.991
C 2.098 -3.574 3.486
N 1.191 -4.557 3.106
O 1.847 -2.391 3.409
H 4.873 -3.249 5.134
H 3.990 -2.096 4.111
H 5.139 -3.211 3.373
H 3.504 -5.014 3.868
H 1.598 -5.392 2.714
H 0.466 -4.176 2.513
```

* orbital gap (spin up / spin down): 4.19 / 4.60 eV
* ΔE to the lowest compared entry with this formula, charge and spin: 0.210 eV
* net charge: -2
* LUMO level (spin up / spin down): 0.1529 / 0.1529 Ha
* multiplicity: 4
* HOMO energy (spin up / spin down): -0.03 / -0.44 eV

***

No. 2
Molecular formula: C40H64N4O2P2STi
Method: DFT, ωB97M-V/def2-TZVPD

Structure (XYZ):
```
114
Properties=species:S:1:pos:R:3
Ti 10.589 10.715 11.518
C 16.259 8.799 10.234
C 15.018 8.230 10.980
C 15.220 6.746 11.378
P 14.422 9.426 12.321
C 16.005 9.573 13.288
C 16.476 8.384 14.112
C 15.945 10.888 14.094
C 13.125 8.476 13.206
C 13.251 8.141 14.553
C 12.344 7.236 15.112
C 11.291 6.713 14.367
C 11.012 7.292 13.107
C 11.880 8.226 12.525
N 11.515 8.940 11.369
C 11.345 8.294 10.136
C 11.263 6.894 10.069
C 11.087 6.232 8.849
C 11.114 6.955 7.679
C 11.289 8.316 7.682
C 11.317 9.044 8.916
P 11.695 10.828 8.815
C 13.474 10.765 8.098
C 14.263 11.955 8.666
C 13.688 10.710 6.589
C 10.747 11.370 7.250
C 9.234 11.035 7.360
C 10.947 12.863 6.932
H 16.389 8.320 9.261
H 17.179 8.621 10.797
H 16.170 9.890 10.133
H 14.162 8.284 10.274
H 16.127 6.620 11.970
H 15.382 6.179 10.464
H 14.347 6.366 11.907
H 16.769 9.745 12.528
H 15.858 7.486 13.934
H 17.514 8.125 13.857
H 16.372 8.568 15.175
H 15.190 10.850 14.907
H 15.680 11.689 13.430
H 16.912 11.127 14.494
H 14.003 8.627 15.172
H 12.484 6.960 16.160
H 10.650 5.898 14.714
H 10.109 7.060 12.534
H 11.321 6.338 11.017
H 10.902 5.152 8.869
H 11.016 6.454 6.728
H 11.317 8.862 6.736
H 13.864 9.833 8.566
H 14.000 12.919 8.247
H 15.331 11.757 8.449
H 14.174 11.935 9.758
H 13.416 11.615 6.060
H 13.230 9.885 6.077
H 14.772 10.588 6.459
H 11.189 10.814 6.409
H 8.846 11.320 8.325
H 9.007 9.987 7.195
H 8.700 11.618 6.621
H 10.313 13.526 7.496
H 10.682 12.986 5.878
H 11.993 13.211 7.042
C 12.001 14.242 12.475
C 11.297 13.888 11.267
C 9.880 14.076 11.533
C 9.754 14.463 12.854
C 11.056 14.568 13.437
C 11.337 14.989 14.850
C 8.514 14.919 13.581
C 8.845 14.021 10.492
C 11.932 13.863 9.925
C 13.456 14.294 12.686
H 12.270 14.577 15.220
H 10.554 14.639 15.533
H 11.373 16.096 14.945
H 8.536 16.020 13.715
H 8.412 14.379 14.525
H 7.648 14.657 12.986
H 8.249 14.962 10.464
H 8.169 13.143 10.604
H 9.327 13.812 9.527
H 11.498 14.634 9.232
H 11.776 12.903 9.363
H 13.027 14.054 9.984
H 13.731 13.581 13.488
H 13.765 15.311 13.017
H 13.997 14.074 11.757
C 8.565 10.727 16.876
N 9.613 10.772 15.912
C 11.011 10.746 16.275
C 11.679 11.108 14.906
O 12.811 11.494 14.822
N 10.659 11.048 13.884
C 9.481 10.942 14.589
N 8.291 11.003 13.991
H 9.056 10.523 17.830
H 7.849 9.939 16.647
H 8.001 11.658 17.003
H 11.376 9.721 16.543
H 11.295 11.469 17.063
H 8.220 11.243 13.008
H 7.427 10.926 14.550
C 7.854 8.700 9.472
S 7.862 9.332 11.154
C 6.306 10.276 11.244
O 9.002 10.817 11.002
H 6.998 7.994 9.394
H 8.766 8.129 9.306
H 7.818 9.466 8.735
H 5.546 9.612 11.663
H 6.043 10.637 10.239
H 6.462 11.155 11.879
```

* orbital gap (spin up / spin down): 4.98 / 4.78 eV
* ΔE to the lowest compared entry with this formula, charge and spin: 0.581 eV
* net charge: +1
* LUMO level (spin up / spin down): -0.1224 / -0.1284 Ha
* multiplicity: 2
* HOMO energy (spin up / spin down): -8.31 / -8.28 eV

***

no.,calculated total energy (eV),molecular weight (g mol⁻¹)
1,-122536.2949,1054.5
2,-105094.1461,774.9